{
  "formula": "C7H15N2O",
  "method": "ωB97M-V/def2-TZVPD",
  "e_tot_ev": -12517.223,
  "lumo_ev": [-2.343, -7.776],
  "multiplicity": 3,
  "de_lowest_kj_mol": 185.1,
  "total_charge": 1,
  "orbital_gap_ev": [7.91, 6.05],
  "s_squared": 2.007,
  "homo_ha": [-0.37666, -0.50819],
  "symbols": ["C", "H", "H", "H", "H", "C", "H", "C", "O", "N", "H", "H", "C", "H", "C", "H", "H", "C", "C", "H", "H", "H", "N", "H", "H"],
  "xyz": [[-3.74067, -0.57525, -0.18426], [1.53089, 0.74591, 2.58546], [1.71378, -1.96094, 1.66440], [0.41189, 1.25269, 1.23290], [3.07538, 0.02276, 0.55060], [-2.59917, 0.27967, -0.08978], [-3.67741, -1.41241, 0.46757], [1.52136, 1.01569, 1.52604], [0.96446, -1.92319, -0.27634], [1.45945, 0.12779, -0.75077], [0.50608, -1.16137, -2.08213], [0.30518, -1.04888, 1.31361], [0.91615, -0.97975, -1.17809], [-1.45413, -1.13904, 0.35044], [1.95686, -0.01943, 0.56120], [2.61302, 1.44995, -1.96598], [-3.86006, -1.04662, -1.18858], [1.23690, -1.34697, 0.92695], [1.60305, 1.33738, -1.56370], [0.83459, 1.26114, -2.29803], [2.18237, 1.95115, 1.30020], [1.44830, 2.20397, -0.94074], [-1.48580, -0.17258, 0.26454], [-2.67634, 1.27984, -0.12390], [-4.78611, -0.14150, -0.10160]]
}



{
  "formula": "C9H14O",
  "method": "ωB97M-V/def2-TZVPD",
  "e_tot_ev": -11606.022,
  "lumo_ev": 0.867,
  "multiplicity": 1,
  "smiles": "Cc1ccc(O)cc1.CC",
  "de_lowest_kj_mol": 155.8,
  "total_charge": 0,
  "orbital_gap_ev": 9.25,
  "homo_ha": -0.30803,
  "symbols": ["H", "H", "O", "H", "C", "H", "C", "H", "H", "C", "C", "H", "H", "C", "H", "H", "H", "C", "H", "C", "C", "H", "C", "H"],
  "xyz": [[-1.64455, 1.57008, -1.99295], [-1.10297, 2.18645, 1.64430], [1.24807, -3.11899, 2.24373], [-1.43060, 1.99832, 0.02359], [-0.35738, -1.44811, 2.22733], [2.79548, -1.39263, 0.86483], [-0.71491, 1.31374, -2.60432], [-0.86392, -0.71653, -3.65249], [0.14157, 1.76087, -2.03047], [-0.55093, -0.20218, -2.78529], [-0.58952, 1.97050, 0.70435], [1.93363, 0.77872, 0.08709], [0.52322, -0.60760, -2.64923], [-0.91352, -0.35220, 1.69046], [-0.87656, -2.07009, 2.94406], [0.01585, 2.85387, 0.51265], [2.21091, -3.24754, 1.80626], [0.93024, -1.80547, 1.87035], [-1.04683, -0.86572, -1.99081], [1.79101, -1.06220, 1.13194], [1.24435, 0.22476, 0.76229], [-0.72703, 1.83414, -3.53610], [-0.03443, 0.56694, 1.00659], [-1.98118, -0.16913, 1.72186]]
}



{
  "formula": "C45H34BIO29P",
  "method": "ωB97M-V/def2-TZVPD",
  "e_tot_ev": -124655.804,
  "lumo_ev": -0.769,
  "multiplicity": 1,
  "total_charge": -1,
  "orbital_gap_ev": 3.15,
  "homo_ha": -0.14413,
  "symbols": ["H", "P", "H", "H", "H", "O", "C", "C", "O", "O", "C", "O", "O", "C", "O", "H", "C", "C", "H", "C", "H", "H", "O", "O", "B", "C", "C", "C", "O", "C", "H", "O", "H", "C", "C", "C", "O", "H", "H", "C", "C", "I", "H", "C", "H", "O", "O", "C", "C", "C", "O", "H", "C", "H", "O", "C", "H", "O", "C", "O", "O", "C", "C", "C", "C", "H", "C", "H", "C", "O", "C", "C", "C", "O", "C", "C", "C", "O", "C", "H", "C", "H", "C", "H", "O", "C", "C", "C", "H", "H", "C", "H", "H", "C", "O", "O", "O", "H", "H", "O", "O", "O", "H", "H", "C", "H", "H", "C", "H", "O", "H"],
  "xyz": [[4.08310, 1.69743, 3.68920], [-1.48278, -2.34534, -4.46837], [3.51315, -1.42082, 1.41927], [10.60483, 3.39273, 1.70837], [-4.37131, -3.66178, -2.03893], [-9.20457, 1.26959, 2.83764], [-2.74952, -0.96077, -0.78150], [-6.38344, -0.03256, 0.84559], [-7.46798, -9.34641, -5.59668], [-5.45099, -0.80414, 0.92533], [6.09385, -3.61011, -1.24187], [6.78997, -4.57386, -1.51257], [-9.53870, 2.52928, 0.46219], [-3.73392, -2.88855, -2.55866], [-5.73797, 0.53137, -1.43343], [5.03084, -0.66160, -2.72436], [-6.77637, -7.14370, -5.12925], [10.18707, 5.29297, 5.15960], [1.69908, 0.65466, 4.68506], [-3.24638, -1.83509, -1.48619], [-5.28192, -4.68288, -3.94456], [-4.42953, 4.53322, -6.26254], [-6.48506, 3.85674, -7.73112], [-2.84805, 2.93070, -4.91115], [-2.35586, -3.53931, -3.23708], [3.63535, 3.40641, 6.24870], [-8.33688, 1.04238, 1.82223], [-7.31297, 0.19711, 1.95690], [-5.96743, -5.01864, -4.56045], [9.41085, 3.58679, 3.45027], [-4.38041, -2.35668, -3.33558], [-4.24414, -6.18649, -2.83699], [-7.48378, -6.74230, -5.84202], [0.93231, 1.14823, 4.10692], [-1.06093, 2.58138, 3.86016], [9.20514, 4.28565, 4.75786], [3.96874, 4.53206, 8.29067], [-7.12999, -0.34379, 2.87537], [-7.56416, 2.08340, -8.26201], [5.87040, 3.45268, 7.44245], [-1.02375, 2.40652, 2.40792], [0.90078, -3.10088, -4.49501], [10.03698, 5.77802, 6.11455], [-3.90960, 2.56752, -5.66171], [0.73583, 0.88745, 0.33926], [4.00427, -2.26537, 1.47860], [8.24126, 4.00153, 5.44970], [4.45390, -1.32443, -0.72689], [5.92775, -2.52043, -2.24769], [-7.64222, 1.57280, -0.55481], [6.58877, -2.65879, -3.41931], [-4.27326, -8.78760, -2.53522], [10.44472, 3.88760, 2.65654], [7.06720, -3.50722, -3.34900], [-1.91103, 3.25252, 4.41933], [-5.38864, 0.69841, -6.52694], [-2.00659, -0.20960, -4.37140], [-0.02888, 1.47590, 0.50094], [-4.22551, 1.10880, -5.74009], [1.78723, 0.25654, 2.10500], [-3.52055, 0.31075, -5.15309], [-4.98253, -6.93175, -3.44402], [-0.08151, 1.64755, 1.83897], [11.22052, 5.58869, 4.36646], [4.43325, 3.85218, 7.39315], [2.59954, 3.71660, 6.21447], [4.64139, -2.40508, 0.29310], [-2.56424, -4.62839, -3.67576], [0.95663, 0.95354, 2.65806], [3.46447, 2.22852, 4.22938], [5.61380, 2.22742, 5.36238], [-5.79231, -9.16622, -3.96328], [-4.96972, -8.38612, -3.25865], [-1.38616, -0.75397, -3.84183], [5.16032, -1.45601, -2.00225], [-6.12711, 1.60672, -7.16966], [5.40908, -3.47053, 0.04266], [12.13854, 6.51374, 4.72081], [11.41136, 4.91178, 3.04917], [-6.47684, -10.84223, -4.42646], [-6.60992, 0.72821, -0.42522], [-5.08044, -0.12155, -1.10333], [-0.00558, 1.90857, 4.67423], [-1.60132, -3.68989, -2.30607], [3.73419, -0.37749, -0.47546], [4.18282, 2.64812, 5.29552], [-4.64779, 3.47513, -6.30853], [-6.74577, -8.59515, -4.96020], [12.77724, 6.54286, 3.98181], [-0.81129, 2.68596, 6.17063], [-5.95488, -6.35909, -4.42158], [-2.48262, 2.09883, -4.55072], [7.86170, 2.60376, 3.83124], [-5.79617, 3.06194, -7.11446], [-5.79904, -10.51223, -3.80585], [8.51260, 2.64104, 3.10141], [6.59723, 3.89514, 8.49420], [-7.82024, 2.12725, -1.46611], [5.97723, 4.42002, 9.03623], [-7.20746, 1.24928, -7.90050], [12.35748, 5.22443, 2.34825], [6.07375, 1.51903, 4.48022], [7.44915, 2.39372, 6.51689], [-5.61645, -0.35852, -6.56083], [-8.57836, 1.77941, 0.54689], [-9.84918, 1.91460, 2.48796], [-1.78294, 2.91301, 1.82781], [6.41473, 2.69124, 6.49075], [-1.98499, -0.23820, -0.39353], [-0.04266, 2.10364, 6.01418], [5.55217, -4.25949, 0.76834]]
}



{
  "formula": "C84H64F12O12V2",
  "method": "ωB97M-V/def2-TZVPD",
  "e_tot_ev": -196700.582,
  "lumo_ev": 2.312,
  "multiplicity": 1,
  "total_charge": -2,
  "orbital_gap_ev": 5.57,
  "homo_ha": -0.11960,
  "symbols": ["C", "C", "H", "C", "C", "F", "F", "C", "H", "C", "C", "H", "C", "C", "C", "C", "C", "C", "C", "H", "C", "C", "C", "O", "H", "H", "V", "C", "H", "H", "H", "H", "H", "C", "F", "C", "O", "H", "C", "C", "C", "H", "C", "H", "H", "C", "C", "O", "F", "C", "C", "C", "C", "H", "H", "H", "C", "H", "C", "H", "C", "C", "O", "C", "C", "F", "H", "F", "C", "C", "F", "C", "H", "C", "C", "F", "C", "H", "H", "C", "C", "H", "C", "C", "C", "H", "H", "H", "O", "H", "H", "C", "H", "C", "C", "C", "H", "C", "H", "C", "H", "H", "H", "C", "C", "C", "C", "H", "C", "C", "H", "C", "H", "V", "H", "O", "C", "O", "C", "C", "C", "O", "C", "H", "C", "C", "C", "F", "C", "H", "H", "O", "H", "H", "C", "H", "C", "C", "H", "H", "H", "C", "C", "F", "H", "H", "F", "C", "H", "H", "H", "H", "H", "O", "H", "H", "H", "C", "C", "F", "H", "C", "H", "C", "C", "C", "O", "C", "H", "O", "C", "C", "H", "H"],
  "xyz": [[3.27328, -4.45260, 1.16823], [-2.28549, 2.64641, 3.73215], [-0.24185, -5.82249, -3.38564], [1.47419, 6.03985, -0.72455], [-5.01809, 1.76633, 0.74017], [-0.73451, -4.44900, 1.64176], [9.05935, -2.23202, -1.74366], [3.09990, -0.70539, -6.23539], [3.00273, -1.75903, -1.51527], [0.72768, -6.01238, -3.82194], [-3.50239, -2.01330, -2.65857], [-4.83531, -1.79281, -4.33623], [0.36533, 5.68515, -2.86641], [3.14926, 1.52705, 0.62889], [2.28568, -7.31820, -5.07711], [4.39636, 3.33589, 2.38877], [0.99536, -7.12527, -4.61407], [-3.80137, 1.90088, -0.16511], [-5.86985, 2.80951, 0.81954], [-0.35676, -3.19352, -2.87513], [3.89346, 0.41719, -5.99295], [3.29967, -6.39773, -4.77703], [-3.03147, -2.71608, -4.89445], [1.69438, -1.49032, 4.74390], [-0.61355, -7.53029, -1.73233], [-1.73926, 5.37570, -2.77004], [-0.77449, 0.03784, 0.15873], [4.23938, -4.43858, 0.18046], [-6.44291, 0.52080, 4.26529], [0.41555, -6.20529, 0.16443], [-1.84220, 5.48921, -0.23954], [4.58550, 0.70033, -6.77225], [3.25549, -5.23669, 1.91072], [-1.33174, -2.92545, -3.25454], [-2.31973, 3.59161, -7.55771], [0.24390, 5.86805, -0.08811], [-4.51438, -2.19272, 0.81323], [0.67672, 3.95536, 2.97248], [-1.51539, -3.21087, 5.04771], [-4.41704, 4.10691, -0.87964], [-2.05515, -2.74632, 3.91469], [8.34453, -0.51909, 0.02162], [7.58613, -0.67428, -0.73147], [-7.57825, 0.85397, 6.41098], [4.28981, -6.56091, -5.17628], [1.04768, 3.88990, 3.98466], [1.02949, 5.00415, 4.78826], [0.19705, -2.75341, 6.62920], [-3.92554, -0.13757, 3.95609], [-1.80011, 1.40685, -6.84077], [1.86682, -0.15859, -4.19836], [1.59134, 2.71601, 4.46237], [-0.82952, 5.51271, -2.20436], [-1.91033, 4.38137, -5.36891], [4.61075, 1.75362, 3.74275], [5.99755, 0.65432, -0.02014], [-1.22816, 1.14736, -4.49502], [1.67168, 5.94499, 6.66956], [6.39363, 0.01610, -0.79616], [-1.12215, -3.45601, -5.32674], [-5.80484, 0.65266, 7.53641], [-3.81851, 0.19287, 6.34875], [-0.33203, 0.04702, -1.38747], [4.31009, 2.00968, 2.73755], [-5.87183, 0.47897, 5.18100], [2.74723, 1.56487, 6.16933], [1.11100, -0.42346, -3.47380], [2.60846, -8.35087, -5.91870], [2.16855, 2.71524, 5.72509], [1.72259, -5.10179, -3.49722], [1.10245, -1.65196, 0.23646], [1.51625, 5.92413, -2.10599], [5.09608, -1.40789, -3.58533], [-0.13353, -1.28214, 3.27208], [-4.56324, 0.10850, 5.13576], [2.52137, 0.64406, -0.13638], [5.48139, -0.19371, -1.79903], [3.79375, 4.80853, 1.01926], [-2.81111, 3.69411, 1.92860], [-2.22492, -2.36619, -2.31876], [-1.72830, 3.31698, -5.38774], [2.42254, 6.27853, -0.26624], [5.75583, -1.08711, -2.79273], [4.16806, -3.46485, -0.81203], [-2.45865, -6.45212, -1.58246], [-1.61701, 4.17467, 6.68335], [4.57420, 0.38970, -1.85431], [-1.21697, -0.48192, -5.98365], [-5.28375, 0.67590, 1.41232], [0.64220, 5.94605, 4.42877], [-3.26962, -4.30416, 0.89938], [-1.36280, -1.73432, 3.01988], [-1.27574, 3.03125, -3.34270], [2.10925, -0.97548, -5.29176], [1.61988, 5.03966, 6.08295], [-1.96163, 2.77410, 5.09540], [-1.96917, -3.94360, 5.69855], [3.74593, 1.07595, 1.79433], [1.39821, -4.31253, -2.83522], [-2.60679, 3.73485, 2.98832], [-2.62965, 3.17625, -1.50224], [7.14733, -2.42330, -3.61823], [2.50475, 3.75071, 7.57064], [-0.23611, -2.65325, 5.49285], [-1.94717, 2.75053, -6.59726], [-1.32682, -5.10568, 0.60150], [-1.39896, 0.56879, -5.81252], [-3.25779, -2.84628, -5.94241], [3.14142, 2.86940, 0.34376], [6.99229, -1.71923, -2.81409], [-3.92266, 0.49017, 8.49029], [3.78621, 3.74343, 1.19786], [2.38590, 6.10030, -2.72168], [-4.43084, -1.49021, 2.24334], [-2.77340, -0.06327, 6.44112], [-6.12157, 5.14859, 0.42063], [-1.37689, 2.52256, -4.29002], [-0.08459, 1.21434, 0.97926], [2.66922, 0.98778, -4.02453], [-4.40515, 0.50424, 7.52416], [-0.93637, 5.67391, -0.79789], [-1.92080, -1.13425, 2.01200], [-2.55824, 5.01995, 3.58499], [-6.74189, 2.64138, 1.43410], [-2.65209, -4.95154, 0.29445], [-2.29434, 5.14554, 4.91928], [-3.21028, -5.54387, -0.84996], [0.33757, 5.79502, -4.23923], [2.98754, -5.28561, -3.98905], [0.43154, -0.65065, 2.60252], [-1.07750, 0.45606, -3.67905], [-4.33297, 5.15455, -1.57040], [-2.13295, 0.99498, -7.78204], [-2.75507, 5.87891, 2.96062], [3.69337, 1.26387, -4.94574], [1.40057, -3.67294, 1.86793], [-3.51575, 3.02233, -0.90430], [-0.62817, -6.09049, -0.08828], [3.61413, 0.05100, 2.10818], [2.44735, 1.64278, -3.19498], [-1.70532, 1.89283, 5.66467], [-1.15912, -6.77350, -1.18826], [7.89178, -1.56324, -1.77077], [-1.86835, -2.34241, -1.05588], [4.75135, 4.16862, 2.97779], [4.93257, -3.44140, -1.57451], [4.36879, 2.47141, -4.82322], [-1.89154, 4.03174, 5.64865], [-2.31278, 1.68493, 3.24101], [1.55740, 1.82970, 3.84617], [-4.13412, -1.58606, -1.89386], [2.52587, 3.27780, -0.44410], [-4.23171, -5.31496, -1.11582], [-5.81074, -1.76279, 3.10298], [3.82618, -4.62568, -3.82301], [1.53225, -1.86604, -5.49267], [-2.93811, -7.02631, -2.36144], [0.56525, -1.76560, 4.42449], [3.12201, -2.50871, -0.74706], [-2.34331, 6.38275, 5.51802], [5.10337, -5.08660, 0.17930], [-3.89937, -2.18235, -3.96385], [3.21115, -1.38497, -7.06737], [-1.76043, -3.10050, -4.53136], [2.09517, -2.56224, 0.18050], [-5.57120, 4.07673, 0.23100], [-3.26312, -3.22338, 3.68445], [2.19604, -3.56531, 1.14541], [0.17523, 5.87580, 0.98967], [-2.83750, 1.03654, -0.16176], [-6.51436, 0.67491, 6.36118], [2.09387, 3.81192, 6.57372], [-6.26837, 0.84917, 8.49189], [0.26303, -7.89324, -4.81485]]
}



{
  "formula": "C3H5ClN2",
  "method": "ωB97M-V/def2-TZVPD",
  "e_tot_ev": -18691.117,
  "lumo_ev": 0.685,
  "multiplicity": 1,
  "smiles": "N=C=CCl.C=N",
  "de_lowest_kj_mol": 288.9,
  "total_charge": 0,
  "orbital_gap_ev": 9.25,
  "homo_ha": -0.31492,
  "symbols": ["H", "Cl", "N", "C", "H", "H", "N", "H", "C", "H", "C"],
  "xyz": [[1.09583, -1.56087, 1.14960], [-1.70720, 2.46326, -1.48604], [0.24715, -1.33355, 0.79942], [-0.77178, 1.50207, -0.47932], [-0.67947, 1.02307, 2.78752], [0.90492, -1.19402, -1.16603], [-0.42304, 1.51535, 1.92753], [-0.02310, 0.96319, -1.04413], [0.16317, -1.14188, -0.42079], [-0.81121, -1.07710, -0.76046], [-0.82475, 1.30093, 0.78302]]
}